(1)
Below is a 13-piece molecular cluster, C36H108F4N13O23S4 overall, with properties calculated with the ωB97M-V functional and the def2-TZVPD basis.

Geometry as XYZ:
```
188
C36H108F4N13O23S4, DFT the ωB97M-V functional and the def2-TZVPD basis
H 4.46 -4.09 5.97
N -5.50 6.31 0.46
H -1.87 -3.83 -2.18
O 6.40 0.05 1.96
H -6.56 5.53 -1.19
H -4.02 -4.25 1.44
C -5.92 -1.32 -0.20
H 2.78 -8.14 -6.98
C -2.34 0.54 -4.77
C -0.38 3.13 -3.05
O 1.57 -5.56 -3.94
F 2.39 7.09 1.41
O -1.03 -0.95 -0.96
O 3.25 0.37 -2.54
H 1.01 -3.61 -3.92
O 5.68 -2.65 -0.41
C -7.27 0.64 1.61
H 3.24 -7.61 -5.43
H 5.37 4.40 -3.17
H -2.64 1.52 -6.58
C -4.49 4.86 -1.37
O 0.28 -5.73 2.13
O 3.92 -0.64 -4.25
H 4.86 1.65 -2.87
H -5.98 1.40 3.21
S 5.34 -2.46 1.01
H -8.94 1.30 2.89
H 1.97 -8.85 -5.83
N 3.36 -2.34 4.09
C -1.09 1.20 -4.33
H -1.21 0.13 0.64
H -5.35 0.11 2.46
H 5.60 2.42 -4.13
N 0.89 -4.67 1.76
H 3.23 3.36 -4.11
H -2.30 3.45 -0.52
H 6.25 5.07 1.03
C 0.84 -0.58 0.65
C -2.74 -4.48 -2.12
H 5.66 -3.01 6.66
C -3.26 2.94 -0.56
H -3.39 -4.35 -2.98
H -4.66 -5.86 0.09
H 1.69 4.87 4.89
H -5.91 1.99 0.38
C -3.31 -5.08 1.44
C 0.96 -4.46 -3.24
H -6.77 -1.39 -0.87
H 1.29 0.83 -1.10
C -8.35 1.67 2.04
H 1.14 -4.79 -6.80
S -0.45 4.97 1.22
H 3.52 -1.94 3.18
H 2.54 0.75 0.11
H -7.73 -0.34 1.49
H -3.35 -5.10 3.65
H -0.36 -5.92 -4.93
H 1.57 4.78 3.26
C 4.79 -0.72 5.34
C -0.71 1.53 3.77
H -5.66 6.80 -2.96
H -0.61 0.42 -3.74
H -3.08 0.42 -3.99
H 2.49 -1.98 4.47
H -2.69 -0.97 -2.13
H -1.20 -1.58 0.95
O 5.24 0.41 -0.19
C 3.14 2.84 5.36
H -5.10 5.51 0.93
H -2.32 -5.48 -2.23
H -1.03 1.93 2.81
H -5.06 -6.21 1.58
H 2.38 -5.67 -7.56
O 6.36 -2.75 2.02
H -3.88 -7.08 0.80
C -2.43 -0.94 -1.08
H -7.02 1.23 -0.54
H -0.36 0.49 3.74
H -3.51 5.29 -1.56
H -6.26 7.81 -1.75
N 1.76 -1.68 0.06
C 2.36 -7.85 -6.02
C 6.78 4.28 0.51
C 4.67 -2.18 4.95
F 4.50 -3.83 1.31
H -1.80 -4.56 2.97
H 3.45 3.32 3.17
O 1.33 6.54 -0.58
H -7.98 2.66 2.30
C -2.24 -0.75 -5.55
O 1.31 -4.64 0.60
S 5.21 -0.15 1.16
O -1.41 2.39 -3.64
N -3.08 1.53 -5.67
H 3.89 -0.42 5.88
H -4.07 1.35 -5.80
H -1.74 -5.60 -0.02
O -1.60 5.70 0.63
H 1.74 -1.60 -0.95
C -5.46 7.08 -1.93
N -6.22 0.53 2.75
H 1.37 2.46 2.37
H 0.50 -6.99 -6.77
H 3.25 -3.30 3.81
H -4.61 4.41 -2.36
H 4.94 -0.08 4.47
C -2.61 -5.29 2.88
H 7.87 4.39 0.52
H 4.04 3.40 5.60
H -1.59 -0.78 -6.42
H -0.37 1.41 -5.12
C 5.05 3.92 -1.08
O 3.67 -2.68 7.12
H -1.53 1.42 4.47
H 0.01 -4.74 -2.80
H 2.60 -5.16 -6.09
F -1.19 4.46 2.59
H 0.42 -7.18 -4.16
H -3.31 2.51 -1.56
C 3.42 3.66 -3.08
H 2.41 2.79 6.17
F 4.18 0.86 1.91
H -5.09 -1.90 -0.61
O 2.57 -1.63 -2.90
C 1.58 2.32 3.43
H 4.66 -3.17 9.01
O -0.05 3.72 0.64
H -4.85 7.09 0.49
H -3.20 -1.18 -5.83
H 4.55 4.87 -0.86
H 1.61 -4.04 -2.47
N 1.87 -5.48 -6.71
H 3.38 1.78 5.34
H -9.01 1.83 1.19
H 3.03 4.68 -3.00
H -6.57 0.05 3.57
O 2.61 4.75 0.65
H 5.43 -2.53 4.26
H -3.00 -0.11 -0.68
H 6.62 3.33 1.02
C 3.74 -3.28 8.43
O 0.36 2.39 4.23
C 1.47 0.62 -0.04
N 2.20 4.65 4.04
N 4.25 -1.52 1.45
C -0.65 -0.79 0.44
C -5.58 5.94 -0.96
H 1.16 1.53 0.47
H 1.52 -2.60 0.38
H 1.85 1.26 3.33
H 3.04 -2.74 9.07
H 6.48 2.17 -2.76
H -4.56 7.68 -1.77
O -3.34 -4.35 -0.83
C 4.66 -3.05 6.22
H 5.63 -0.54 6.01
S 1.63 5.86 0.69
N 5.55 2.34 -3.12
C 2.69 3.22 3.94
H -6.44 6.52 0.77
O 6.47 4.12 -0.85
H -0.73 3.94 -2.40
H -1.84 -1.55 -4.92
N 3.24 -0.66 -3.26
C 0.65 -6.30 -4.76
H -3.08 2.46 -5.27
H -2.28 -6.27 3.24
H 2.67 -1.56 0.49
C 4.82 3.65 -2.60
C -6.41 1.02 0.34
H -2.82 -1.80 -0.52
C 1.32 -6.72 -6.10
H -1.82 -3.99 0.52
O 0.97 -3.66 2.50
H 0.20 3.49 -3.89
H 1.07 -0.63 1.71
H 2.81 3.03 -2.43
C -2.46 -4.82 0.22
H -3.40 2.23 0.26
H 4.59 3.10 -0.54
O -4.26 3.92 -0.31
O -5.44 -0.03 0.02
N -4.26 -6.16 0.97
H 2.90 5.34 3.83
H -6.21 -1.85 0.71
H 3.58 -4.36 8.38
N 0.58 5.65 1.98
H 0.09 2.46 -2.33
```

Summary:
HOMO ... -0.6131 Ha
Frontier orbital gap ... 6.68 eV
Total energy ... -5868.6695 hartree
Net charge ... +5

---

(2)
Below is a 16-piece molecular cluster, C36H109N5O24 overall, with properties calculated with the ωB97M-V functional and the def2-TZVPD basis.

Geometry as XYZ:
```
174
C36H109N5O24, DFT the ωB97M-V functional and the def2-TZVPD basis
H 4.27 -0.93 6.75
O 2.37 -2.44 1.70
H -3.27 -6.44 -7.29
H -0.17 -5.61 1.11
C -2.70 -1.93 -5.78
O 2.34 3.19 3.76
H -1.62 1.57 1.91
C -1.56 -5.03 2.53
H 6.71 3.24 5.04
H -3.32 -4.13 1.63
H 0.30 -1.66 -0.15
H 1.06 0.55 1.93
H -3.06 5.19 2.96
H 3.83 2.97 -3.19
C 2.77 -1.99 -6.31
C -4.89 -4.11 3.80
H 5.67 4.34 5.92
N 0.40 -0.20 2.18
H -1.81 -0.53 3.37
H -5.02 0.60 3.94
H -0.76 -0.93 -3.34
C -1.13 1.80 -6.73
O -5.26 -0.34 4.12
H -0.83 -3.10 1.97
O -5.45 2.52 3.78
H 1.80 4.56 -0.79
H 2.02 -2.15 6.60
O 0.21 4.74 -2.77
H 5.42 0.16 8.96
C -0.50 -4.74 -8.04
H -1.51 -4.99 0.47
H 4.82 2.23 3.88
O -1.90 -2.84 -6.48
H -4.87 -1.57 5.65
H -6.33 3.97 2.70
H 2.08 -3.13 1.09
H 0.18 -4.11 -7.44
O -3.96 4.89 3.10
C 2.42 -0.06 6.26
N -1.17 -5.59 1.22
C 4.69 3.24 4.30
H 3.39 0.60 4.54
H -4.30 4.21 1.10
H 0.45 -1.80 -2.31
H -3.28 -4.33 -6.05
O -2.32 -0.15 4.10
H -1.48 1.90 -2.34
H 0.46 -3.43 -4.20
C -0.01 -0.60 -0.24
H 2.42 5.93 0.76
H -1.24 -5.50 -6.25
C -4.72 0.87 -0.79
C -3.05 -1.24 4.70
H 0.92 -0.03 -0.39
H 3.10 -1.97 1.23
H -0.50 1.98 0.65
C -5.54 3.23 2.54
C 1.49 -1.19 6.60
H 4.62 -0.25 0.55
H -3.13 0.40 -2.15
C -3.06 -4.82 2.45
H -5.90 2.54 1.78
H 3.71 2.94 -0.02
H 4.72 -1.45 9.18
H 0.88 2.04 4.65
H -4.16 1.11 0.11
C -0.25 3.44 -3.15
H 2.41 2.46 2.13
H -1.44 -0.79 1.41
H 4.21 -0.16 10.26
H 0.88 -1.11 2.04
C 4.51 -0.38 9.24
C -1.22 1.21 0.95
H -0.21 0.04 -5.90
H 0.69 -0.12 -2.68
H -1.09 2.89 -6.60
C -0.75 -3.77 2.84
H 0.16 1.73 -8.26
C 4.36 2.14 -3.68
H -4.29 0.06 5.93
H 3.37 -0.82 -4.59
H -2.82 -2.23 -4.74
H 5.49 2.60 6.18
H -1.98 1.21 0.18
H 2.25 2.24 -0.72
O 2.36 1.93 1.29
H -5.49 -1.20 -2.14
H -5.28 3.18 4.45
H 3.66 -2.64 -6.32
H -2.21 -0.96 -5.81
H -3.26 -3.70 -7.73
O 3.21 0.44 -2.39
C -0.59 -0.16 1.10
O -0.75 1.49 -8.09
O 3.41 0.00 8.43
H 1.91 0.90 6.43
H 1.89 0.02 4.33
C 2.64 2.78 0.16
O -3.48 -4.29 3.67
C -2.64 -3.99 -6.87
H 5.34 2.52 -3.96
H -2.40 -1.68 5.46
H -5.34 -5.10 3.81
H -2.15 1.44 -6.65
H -1.13 -3.23 3.71
H -3.42 -0.84 -1.04
H 1.32 2.07 -6.33
O -0.49 -3.62 -4.08
C 3.69 -0.04 7.07
H -4.98 -3.53 4.71
H 4.95 1.36 -1.74
H -3.12 -2.00 3.92
H -3.22 3.34 -1.85
C 2.56 -1.47 -4.91
C -4.26 3.87 2.14
H 5.17 0.25 -3.08
H 3.07 -1.33 -8.09
H 0.76 3.78 4.99
H -0.71 -4.20 -8.96
C -4.37 -0.72 5.16
O -4.93 2.15 -1.43
O 2.79 5.06 0.93
O -4.76 -0.77 -2.61
H -5.57 2.03 -2.14
H -5.19 -3.49 2.94
H 0.09 -5.62 -8.30
C 3.27 3.32 4.85
C 4.49 1.02 -2.68
H 0.33 3.18 3.39
H 2.77 1.52 -4.69
H 4.18 4.37 2.68
H -0.46 5.37 -3.08
H -0.66 3.54 -4.15
C -1.30 2.97 -2.18
H 3.25 0.46 0.60
H 5.06 5.13 3.73
H 1.98 -2.72 -6.54
C 1.97 4.12 0.19
H 0.58 2.73 -3.15
H 1.67 -0.84 -4.92
H 3.30 0.11 -1.46
O 2.85 -0.93 -7.25
H 3.20 2.44 5.51
O 2.40 -2.61 -4.05
H -5.67 0.51 -0.36
H -0.93 3.14 -1.16
C -0.10 -0.87 -2.49
O -2.50 3.72 -2.37
C -3.96 -0.09 -1.65
H 0.31 -4.02 2.87
O 3.68 1.81 -4.86
H -3.46 3.12 2.17
H -0.85 -3.67 -4.98
H 0.97 4.10 0.66
C -0.29 1.11 -5.70
H -3.52 -5.79 2.27
C 5.70 3.36 5.42
H 3.00 4.22 5.42
O -0.86 -0.51 -1.35
H -1.90 -7.10 -7.73
N 2.77 -0.15 4.83
O 0.98 1.72 -5.49
N 5.03 4.22 3.24
N -2.42 -6.23 -7.82
H -1.33 -5.77 3.30
H 1.07 -1.11 7.61
C 1.01 3.04 4.23
H 2.82 -2.36 -3.22
O 3.70 -0.35 0.27
H 4.32 0.82 6.77
C -1.69 -5.11 -7.17
H -3.69 -1.77 -6.22
H 0.64 -1.24 5.91
H -0.83 1.16 -4.75
```

Summary:
HOMO ... -0.3383 Ha
Frontier orbital gap ... 9.41 eV
Total energy ... -3516.3528 hartree

---

(3)
Below is C36H20ClN10O4SSn as an isolated structure, with properties calculated with the ωB97M-V functional and the def2-TZVPD basis.

Geometry as XYZ:
```
73
C36H20ClN10O4SSn, DFT the ωB97M-V functional and the def2-TZVPD basis
N -1.10 -0.65 -2.01
N 0.55 2.92 -1.32
H 3.83 -3.25 6.14
H 5.98 5.47 0.42
H -4.69 0.61 -1.22
C -2.02 -0.75 0.27
C -4.36 2.11 -2.74
C 4.69 -1.08 3.68
C 2.92 0.00 2.11
C 4.82 -1.97 4.74
O -0.32 0.04 -2.80
C -0.96 -4.52 -3.80
H -5.61 -0.56 1.88
H 5.80 -2.21 5.13
C -2.63 -0.24 4.35
C -1.81 2.36 -1.77
H 1.54 -2.73 5.31
H -5.99 0.03 4.26
H -5.36 2.01 -3.15
C -3.48 -0.63 2.13
O -3.35 -1.59 -1.68
C -1.12 -0.92 2.45
N -0.99 -1.10 1.17
Cl -1.96 -1.55 -1.28
C -3.20 -4.99 -3.70
H 4.32 6.57 -1.00
C -0.53 2.16 -1.12
C 2.79 3.62 -0.59
C -3.99 1.30 -1.67
H 5.62 3.15 1.25
C 1.13 -0.96 3.01
C -3.45 -4.49 -5.01
S 0.42 -4.05 -3.04
N -2.02 -5.13 -3.19
H -1.50 3.88 -3.26
C 2.96 4.91 -1.04
N 1.59 -0.15 1.97
N 3.69 0.86 1.45
C -2.70 1.45 -1.19
O -1.44 -2.87 -1.03
N -0.66 1.16 -0.18
H -4.09 0.24 5.83
C 5.08 4.94 0.15
O -3.31 -0.96 0.81
H -3.83 3.66 -4.11
N 2.08 1.45 -0.21
C 3.74 3.00 0.22
C 1.71 2.64 -0.77
H -4.02 -5.42 -3.14
N -0.09 -1.22 3.30
C 2.41 -2.28 4.86
C 3.70 -2.56 5.32
Sn 0.96 -0.55 -0.18
C 4.14 5.56 -0.66
C 2.30 -1.41 3.80
C 3.19 1.66 0.52
H 5.56 -0.62 3.22
C 3.42 -0.83 3.22
C -1.93 0.73 -0.17
C -3.49 3.04 -3.30
H -2.37 -3.95 -6.80
C -2.19 3.18 -2.82
C -4.98 -0.13 3.91
C 4.89 3.64 0.62
H -0.31 -3.94 -5.64
C -3.91 -0.01 4.79
C -4.78 -0.45 2.58
H -1.78 -0.19 5.02
C -2.41 -0.55 3.00
H 2.21 5.40 -1.65
C -2.35 -4.20 -5.74
N -1.14 -4.23 -5.15
H -4.45 -4.45 -5.43
```

Summary:
HOMO (alpha / beta) ... -0.3554 / -0.3554 Ha
Frontier orbital gap (alpha / beta) ... 4.32 / 4.32 eV
Energy relative to the best compared isomer or geometry (same formula, charge and spin) ... 724.50 kJ/mol
Total energy ... -3304.4374 hartree
Net charge ... +1

---

no.,F_max (eV/A)
1,13.0
2,2.0
3,5.4